Record 1
# C31H29F2IrN4Si

C31H29F2IrN4Si as an isolated structure (ωB97M-V with the def2-TZVPD basis set, the Open Molecules 2025 dataset).

Calculated values
Kohn-Sham gap (spin up / spin down) (eV): 8.433 / 6.164
HOMO energy (spin up / spin down) (eV): -11.1 / -11.0
2S+1: 2
Largest force on an atom (eV/A): 0.7
⟨S²⟩: 0.764
Electronic energy (hartree): -2011.21732
ΔE to the lowest compared entry with this formula, charge and spin (kcal per mole): 0.0
Total charge: +1

Geometry as XYZ:
```
68
Properties=species:S:1:pos:R:3:forces:R:3
C 3.920 1.229 -2.601 0.0 0.0 0.0
C 3.957 0.712 -1.322 0.0 0.0 0.0
C -1.824 0.095 -2.629 0.2 0.0 0.0
C 2.767 0.410 -0.660 0.0 -0.1 -0.1
H -3.059 -0.165 -4.364 0.0 0.0 0.0
H -0.055 3.404 4.241 0.0 0.0 0.0
H -5.313 -1.388 1.435 0.0 0.0 0.0
H -4.627 0.207 1.158 0.0 0.0 0.0
H -3.017 3.741 -2.589 0.0 0.0 0.0
H 2.102 3.056 2.314 0.0 0.0 0.0
C -2.707 2.707 -2.613 0.0 0.0 0.0
C -4.471 -0.739 1.684 0.0 0.0 0.0
H -2.496 -2.948 -0.960 0.0 0.0 0.0
H -1.473 2.836 -0.846 0.0 0.0 0.0
H 4.358 -1.300 3.402 0.0 0.0 0.0
C -0.268 -1.410 -1.514 0.2 -0.2 0.1
H -2.602 0.001 3.644 0.0 0.0 0.0
Ir -0.132 0.089 -0.201 0.4 0.3 0.3
N -0.428 1.493 1.540 -0.4 0.1 -0.2
H -0.770 -4.149 -4.224 0.0 0.0 0.0
C 0.272 -3.581 -2.430 0.0 0.0 0.0
C -2.722 0.522 -3.602 0.0 0.1 0.0
H 1.316 3.132 0.733 0.0 0.0 0.0
H 1.155 -2.768 -0.654 0.0 0.0 0.0
H -1.772 1.825 5.104 0.0 0.0 0.0
H 2.622 1.812 -4.230 0.0 0.0 0.0
H 4.900 0.518 -0.842 0.0 0.0 0.0
H -1.319 -3.275 1.894 0.0 0.0 0.0
C 2.227 -1.440 3.100 0.0 0.0 0.0
C -1.410 1.739 4.088 0.1 0.1 -0.1
F 2.018 -2.028 4.286 0.0 0.0 0.0
C -1.890 0.722 3.274 -0.1 0.1 -0.1
C -0.450 2.617 3.614 -0.1 -0.1 0.1
C 0.054 2.449 2.326 0.1 0.0 -0.3
C 3.692 -0.507 1.522 0.0 0.0 0.0
H 4.843 1.456 -3.117 0.0 0.0 0.0
Si -2.911 -1.582 1.095 0.0 0.0 0.0
C 3.519 -1.105 2.751 0.0 0.0 0.0
H 0.966 4.356 1.973 0.0 0.0 0.0
C 1.330 -0.590 1.048 0.0 0.0 -0.2
C -3.279 -2.290 -0.580 0.0 0.0 0.0
N -1.590 -0.352 1.031 -0.3 0.5 0.1
C 2.696 1.430 -3.223 0.0 0.0 0.0
C 1.554 1.123 -2.521 0.0 0.1 0.1
C 2.638 -0.239 0.650 0.0 0.1 0.1
H -4.186 -2.887 -0.445 0.0 0.0 0.0
C -1.846 2.218 -1.654 -0.2 -0.1 0.0
H -2.236 -2.646 3.269 0.0 0.0 0.0
C -1.336 -2.199 -3.549 -0.1 0.1 0.0
C -0.628 -3.384 -3.473 0.0 0.0 0.0
H -2.985 -3.788 2.154 0.0 0.0 0.0
H 0.579 1.260 -2.963 0.0 0.0 0.0
H -3.497 -1.532 -1.334 0.0 0.0 0.1
C 1.139 -1.197 2.283 0.0 -0.2 0.0
F 4.951 -0.173 1.188 0.0 0.0 0.0
C -1.399 0.653 1.977 0.4 -0.6 0.3
C 0.453 -2.602 -1.462 -0.1 0.0 0.0
H 0.164 -1.511 2.632 0.0 0.1 0.0
H -2.031 -2.048 -4.366 0.0 0.0 0.0
H -3.863 2.173 -4.344 0.0 0.0 0.0
C -2.306 -2.935 2.218 0.0 0.0 0.1
C -3.166 1.831 -3.590 0.0 -0.1 0.0
C -1.160 -1.213 -2.580 0.1 0.0 -0.2
N -1.434 0.945 -1.653 -0.1 0.1 -0.1
H -4.519 -0.538 2.752 0.0 0.0 0.0
C 1.170 3.300 1.800 0.0 0.0 -0.1
N 1.579 0.656 -1.265 0.0 -0.2 -0.1
H 0.839 -4.502 -2.374 0.0 0.0 0.0
```
Forces are in eV/Å.

Charges obtained by Löwdin population analysis, quoted in units of e: C -0.0267; C 0.0236; C -0.2358; C -0.1781; H 0.1166; H 0.1237; H 0.0417; H 0.0430; H 0.1141; H 0.0949; C -0.0385; C -0.1594; H 0.0369; H 0.1127; H 0.1396; C -0.2644; H 0.0994; Ir 1.4302; N 0.0426; H 0.1088; C -0.0649; C 0.0150; H 0.0716; H 0.0982; H 0.1212; H 0.1155; H 0.1138; H 0.0347; C -0.2607; C -0.0214; F 0.0874; C 0.0026; C -0.0017; C -0.2958; C -0.2078; H 0.1209; Si 0.4664; C 0.0780; H 0.0898; C -0.2193; C -0.1454; N -0.1365; C -0.0327; C -0.0914; C -0.1210; H 0.0510; C -0.1032; H 0.0363; C -0.0300; C -0.0703; H 0.0447; H 0.1075; H 0.0346; C -0.0276; F 0.0784; C -0.4062; C -0.0827; H 0.0929; H 0.1101; H 0.1202; C -0.1557; C -0.0281; C -0.2353; N -0.0609; H 0.0252; C -0.0079; N -0.0442; H 0.1100

Record 2
# C31H29I2N4O4PS4Y

C31H29I2N4O4PS4Y as an isolated structure (ωB97M-V with the def2-TZVPD basis set, the Open Molecules 2025 dataset).

Calculated values
Kohn-Sham gap (eV): 6.317
HOMO energy (eV): -4.5
Largest force on an atom (eV/A): 0.4
Electronic energy (hartree): -4286.70874
ΔE to the lowest compared entry with this formula, charge and spin (kcal per mole): 52.3
Total charge: -1

Geometry as XYZ:
```
76
Properties=species:S:1:pos:R:3:forces:R:3
N -2.122 -1.027 2.428 0.2 -0.3 0.1
N 0.678 -3.796 0.378 0.0 0.0 0.0
H 6.078 -0.148 -2.505 0.0 0.0 0.0
C 0.863 2.616 -0.230 0.0 0.0 0.0
H 1.621 5.918 -0.204 0.0 0.0 0.0
C -2.677 0.760 5.552 0.0 0.0 0.0
H 0.789 0.187 -4.024 0.0 0.0 0.0
H -0.009 -6.619 0.941 0.0 0.0 0.0
C -2.758 -1.548 -2.665 0.1 0.0 0.0
H -4.059 -1.988 4.767 0.0 0.0 0.0
C 0.259 1.057 1.627 -0.1 -0.3 0.0
H -1.154 3.381 -1.919 0.0 0.0 0.0
C -0.960 2.833 -2.833 0.0 0.0 0.0
H -1.961 2.747 -6.069 0.0 0.0 0.0
C 3.001 -0.322 -1.103 0.0 0.0 0.0
H -2.332 4.015 -3.968 0.0 0.0 0.0
H 1.393 4.029 -1.766 0.0 0.0 0.0
N 0.977 -2.616 0.970 0.0 0.0 0.1
C 2.180 -1.903 3.010 0.0 0.0 0.0
H -2.897 -2.983 3.853 0.0 0.0 0.0
C -3.023 -2.071 4.430 0.0 0.0 0.0
C 1.676 -2.933 2.058 0.0 0.0 0.0
C -0.068 1.763 -2.835 0.1 0.0 0.0
C -2.941 -1.659 -5.289 0.1 0.3 0.0
Y -0.824 -0.871 0.529 0.2 -0.1 -0.3
O 0.533 0.756 2.793 0.0 0.1 0.1
C -1.633 3.189 -3.994 0.0 0.0 0.0
S -3.966 -1.266 -3.908 0.0 -0.1 0.0
H 3.214 -2.118 3.282 0.0 0.0 0.0
C -0.547 1.403 -5.174 0.0 0.0 0.0
C 1.829 -4.327 2.145 0.0 0.0 0.0
H 0.196 -3.764 -0.520 0.0 0.0 0.0
H 1.230 5.587 2.215 0.0 0.0 0.0
H 4.792 -1.472 -0.852 0.0 0.0 0.0
C 0.952 -6.243 0.586 0.0 0.0 0.0
H 2.351 -4.880 2.908 0.0 0.0 0.0
I -3.198 1.090 -0.494 0.0 0.1 0.0
H -1.619 0.893 5.796 0.0 0.0 0.0
C 1.231 3.874 -0.705 0.0 0.0 0.0
C 1.172 -4.843 1.047 0.0 0.0 0.0
C 5.045 0.101 -2.292 0.0 0.0 0.0
N -3.012 1.397 3.210 0.0 -0.1 -0.1
C 4.327 -0.639 -1.366 0.0 0.0 0.0
O -1.836 -2.259 1.945 0.0 0.1 -0.1
H -0.398 0.827 -6.079 0.0 0.0 0.0
S -1.307 -2.122 -4.787 0.0 -0.1 0.0
H -3.203 1.671 5.827 0.0 0.0 0.0
H -3.057 -0.072 6.143 0.0 0.0 0.0
C -2.822 0.492 4.084 0.0 -0.1 0.0
C -2.652 -0.898 3.581 -0.1 0.3 0.0
C 3.113 1.478 -2.685 0.0 0.0 0.0
S -3.260 -1.430 -1.001 0.0 0.2 0.1
O -3.035 2.667 3.754 0.0 0.2 -0.2
H 1.734 -6.895 0.969 0.0 0.0 0.0
P 0.658 1.136 -1.286 -0.1 0.0 0.1
S -0.104 -2.159 -2.092 0.0 0.0 0.2
C -1.520 -1.915 -3.058 0.0 0.0 -0.1
C 1.144 4.748 1.536 0.0 0.0 0.0
O -3.287 -1.565 -6.439 0.0 -0.2 0.0
H 0.639 3.320 3.071 0.0 0.0 0.0
H 2.439 -0.918 -0.392 0.0 0.0 0.0
C 0.812 3.496 2.017 0.0 0.0 0.0
H -3.134 3.226 2.961 0.0 -0.1 0.1
C 2.384 0.742 -1.753 0.0 0.0 0.0
H 1.581 -1.900 3.921 0.0 0.0 0.0
I -2.991 4.022 0.268 0.0 -0.1 0.1
H 4.990 1.736 -3.683 0.0 0.0 0.0
C 1.361 4.936 0.173 0.0 0.0 0.0
C 4.434 1.159 -2.955 0.0 0.0 0.0
H -2.390 -2.124 5.319 0.0 0.0 0.0
C 0.667 2.425 1.138 0.0 0.0 0.0
H 2.639 2.298 -3.211 0.0 0.0 0.0
H 0.954 -6.301 -0.502 0.0 0.0 0.0
H 2.118 -0.904 2.589 0.0 0.0 0.0
C 0.126 1.045 -4.016 0.0 0.0 0.0
C -1.427 2.478 -5.167 0.0 0.0 0.0
```
Forces are in eV/Å.

Charges obtained by Löwdin population analysis, quoted in units of e: N -0.1496; N 0.0093; H 0.0960; C -0.3240; H 0.0986; C -0.0205; H 0.0909; H 0.0834; C -1.1502; H 0.0855; C -0.3942; H 0.0003; C -0.1559; H 0.0992; C -0.1012; H 0.1049; H 0.1021; N -0.0229; C -0.0246; H 0.0662; C -0.0276; C -0.3311; C -0.3759; C -1.0302; Y 0.9993; O -0.0882; C -0.0773; S 0.9464; H 0.0792; C -0.0955; C 0.0139; H 0.0287; H 0.0988; H 0.1004; C -0.0177; H 0.1077; I 0.3897; H 0.0944; C -0.0951; C -0.2979; C -0.0975; N 0.0427; C -0.0835; O -0.3419; H 0.1004; S 0.9428; H 0.0708; H 0.0646; C -0.2998; C -0.2851; C -0.0884; S 0.3174; O -0.0954; H 0.0771; P 1.0191; S 0.4961; C -1.1544; C -0.0824; O -0.0802; H 0.1122; H 0.0700; C -0.0389; H -0.0326; C -0.3487; H 0.0877; I -0.0722; H 0.0984; C -0.0844; C -0.0874; H 0.0802; C -0.2461; H 0.1036; H 0.0814; H 0.0498; C -0.1246; C -0.0862

Record 3
# C31H29N2O5PPdS

C31H29N2O5PPdS as an isolated structure (ωB97M-V with the def2-TZVPD basis set, the Open Molecules 2025 dataset).

Calculated values
Kohn-Sham gap (eV): 5.229
HOMO energy (eV): -0.8
Largest force on an atom (eV/A): 0.8
Electronic energy (hartree): -2551.92811
ΔE to the lowest compared entry with this formula, charge and spin (kcal per mole): 24.0
Total charge: -2

Geometry as XYZ:
```
70
Properties=species:S:1:pos:R:3:forces:R:3
C -2.698 -4.092 3.083 0.0 0.0 0.0
C 1.698 -2.292 1.398 0.0 0.1 -0.1
C -2.682 -2.716 3.236 0.0 0.0 0.0
O 3.599 -4.983 -0.758 0.1 -0.1 0.0
C -1.370 4.668 -1.493 0.0 0.0 0.0
H 4.729 -3.520 3.510 0.0 0.0 0.0
H -3.333 -2.240 3.963 0.0 0.0 0.0
H 1.129 -1.237 3.167 0.0 0.0 0.0
C 0.936 5.024 -1.011 0.1 0.0 -0.1
C -1.260 2.121 1.188 0.0 0.0 0.0
H 3.038 -1.982 4.522 0.0 0.0 0.0
H -4.119 -2.265 -1.993 0.0 0.0 0.0
H -0.598 7.590 -0.701 0.0 0.0 0.0
C 1.278 3.892 -1.745 0.0 0.0 0.0
C -0.993 -3.892 1.392 0.0 0.1 0.0
C -0.977 -2.496 1.523 0.1 0.0 0.0
S 2.550 -3.979 -0.790 -0.1 0.2 -0.1
H -1.917 2.389 -3.831 0.0 0.0 0.0
C -0.737 6.679 -0.110 0.0 0.0 0.0
C -0.385 5.440 -0.891 0.0 0.0 0.1
H -0.262 3.930 1.784 0.0 0.0 0.0
C 1.201 0.887 1.463 0.1 0.0 0.0
O 0.463 0.816 -2.650 0.1 0.1 -0.1
C 1.069 2.246 1.720 0.0 0.0 0.0
H -1.824 -0.860 2.634 0.0 0.0 0.0
O 1.019 2.160 -4.384 0.0 0.1 0.1
H -2.683 -4.304 -0.862 0.0 0.0 0.0
H -2.219 2.602 1.034 0.0 0.0 0.0
N -1.207 -3.656 -2.238 -0.2 0.1 0.0
H -0.315 -4.361 0.686 0.0 0.0 0.0
H -0.114 6.774 0.784 0.0 0.0 0.0
H 2.835 2.456 -1.423 0.0 0.0 0.0
H 1.946 2.825 1.987 0.0 0.0 0.0
H -1.969 0.218 0.523 0.0 0.0 0.0
H -1.816 -5.755 2.038 0.0 0.0 0.0
O 2.799 -2.918 -1.758 0.0 0.0 -0.1
C 0.104 0.115 1.085 0.0 0.0 -0.1
H 3.385 4.144 -1.364 0.0 0.0 0.0
H -0.360 -4.107 -1.896 0.1 -0.1 0.1
C 3.874 -3.179 2.937 0.0 0.0 0.0
C -1.122 0.770 0.916 0.1 0.0 0.0
C -1.058 3.518 -2.214 0.1 0.0 0.0
O 1.212 -4.572 -0.889 -0.1 -0.1 0.0
C 1.867 -1.898 2.726 0.0 0.0 0.1
H -2.207 1.715 -2.240 0.0 0.0 0.0
C -1.836 -4.677 2.160 0.0 0.0 0.0
C 2.940 -2.319 3.496 0.0 0.0 0.0
C 2.623 -3.202 0.858 0.0 0.0 0.1
H 4.395 -4.326 1.197 0.0 0.0 0.0
N -1.052 -2.667 -3.130 0.2 0.0 -0.1
C -2.419 -3.616 -1.648 0.1 -0.1 0.0
H -3.112 3.161 -2.762 0.0 0.0 0.0
C -2.199 -2.011 -3.135 -0.1 0.0 0.0
C 3.698 -3.624 1.637 0.1 -0.1 0.1
C 0.634 1.918 -3.224 -0.1 -0.2 0.2
H -1.781 6.657 0.212 0.0 0.0 0.0
H -3.364 -4.706 3.680 0.0 0.0 0.0
C 2.709 3.447 -1.866 0.0 0.0 0.0
P 0.250 -1.596 0.423 0.1 -0.3 0.8
Pd 0.799 -1.464 -1.586 -0.2 0.4 -0.6
C -2.144 2.655 -2.797 0.0 0.0 0.0
C 0.277 3.145 -2.366 0.0 -0.1 -0.1
H 2.993 3.357 -2.917 0.0 0.0 0.0
C -3.111 -2.575 -2.220 -0.1 0.0 0.0
H -2.415 4.952 -1.382 0.0 0.0 0.0
C -0.164 2.866 1.605 0.0 0.1 0.0
H 1.725 5.592 -0.522 0.0 0.0 0.0
H -2.304 -1.144 -3.769 0.0 0.0 0.0
C -1.828 -1.928 2.471 0.0 0.0 -0.1
H 2.181 0.429 1.527 0.0 0.0 0.0
```
Forces are in eV/Å.

Charges obtained by Löwdin population analysis, quoted in units of e: C -0.1285; C -0.2960; C -0.1139; O -0.3683; C -0.0384; H 0.0883; H 0.0878; H 0.1009; C -0.0384; C -0.0963; H 0.0898; H 0.0719; H 0.0668; C -0.2141; C -0.1132; C -0.3107; S 0.4326; H 0.0836; C -0.0790; C -0.3085; H 0.0879; C -0.0997; O -0.0731; C -0.0966; H 0.0832; O -0.0317; H 0.0986; H 0.0966; N -0.0296; H 0.0786; H 0.0652; H 0.0867; H 0.0946; H 0.1040; H 0.0944; O -0.3941; C -0.3569; H 0.0639; H 0.0886; C -0.1050; C -0.1259; C -0.2156; O -0.4048; C -0.1155; H 0.0788; C -0.1056; C -0.1020; C -0.2289; H 0.0943; N -0.0042; C -0.1455; H 0.0644; C -0.1968; C -0.0828; C -0.7022; H 0.0638; H 0.0832; C -0.0372; P 0.8976; Pd 0.3412; C -0.0390; C -0.0578; H 0.0801; C -0.1044; H 0.1029; C -0.1129; H 0.1056; H 0.0929; C -0.0969; H 0.1016